1.
C18H16N2O2S2 in the gas phase in a non-equilibrium geometry, computed with ωB97M-V/def2-TZVPD.

Element x y z (Å)
C (2.42, 1.81, 0.37)
N (1.43, 0.64, 0.39)
C (0.07, 0.80, -0.08)
N (-0.58, -0.28, -0.22)
S (-2.26, -0.17, -0.49)
O (-2.84, 0.94, 0.24)
O (-2.37, -0.15, -1.95)
C (-2.74, -1.80, 0.23)
C (-2.03, -2.87, -0.09)
C (-2.60, -4.02, 0.42)
C (-3.79, -3.84, 1.18)
S (-4.25, -2.16, 1.13)
C (-0.37, 2.10, -0.50)
C (-0.58, 3.25, 0.36)
C (-0.93, 4.58, -0.12)
C (-1.04, 4.72, -1.43)
C (-0.86, 3.69, -2.33)
C (-0.64, 2.40, -1.90)
C (1.91, -0.63, 0.61)
C (2.04, -1.17, 1.88)
C (2.65, -2.37, 2.04)
C (3.07, -3.11, 0.90)
C (2.83, -2.63, -0.38)
C (2.25, -1.42, -0.62)
H (2.35, 2.43, 1.29)
H (2.10, 2.51, -0.43)
H (3.44, 1.40, 0.16)
H (-1.09, -2.94, -0.66)
H (-2.19, -5.05, 0.20)
H (-4.36, -4.56, 1.75)
H (-0.47, 3.10, 1.47)
H (-1.07, 5.52, 0.39)
H (-1.32, 5.68, -1.87)
H (-1.08, 3.86, -3.37)
H (-0.48, 1.62, -2.65)
H (1.72, -0.76, 2.84)
H (2.93, -2.75, 3.03)
H (3.57, -4.05, 1.04)
H (3.16, -3.30, -1.19)
H (2.04, -1.03, -1.63)

Computed properties:
energy relative to the best compared isomer or geometry (same formula, charge and spin)	77.1	kJ/mol
Kohn-Sham gap	9.29	eV
HOMO energy	-8.8300	eV

2.
C18H16N2O3S2 in the gas phase in a non-equilibrium geometry, computed with ωB97M-V/def2-TZVPD.

Element x y z (Å)
C (0.79, 0.64, 1.27)
C (0.35, -0.14, 2.25)
C (-1.03, -0.14, 2.83)
C (-2.04, 0.65, 2.04)
C (-2.06, 2.04, 2.13)
C (-2.99, 2.79, 1.43)
C (-3.94, 2.15, 0.65)
C (-3.93, 0.78, 0.54)
C (-2.97, 0.03, 1.22)
O (-3.02, -1.36, 1.11)
C (-2.03, -1.95, 0.31)
C (-2.33, -1.86, -1.18)
S (-2.02, -0.21, -1.89)
C (-0.30, -0.19, -1.86)
N (0.44, -1.18, -1.49)
C (1.76, -0.88, -1.57)
C (2.80, -1.74, -1.22)
C (4.10, -1.29, -1.35)
C (4.36, 0.00, -1.81)
N (5.72, 0.44, -1.93)
O (6.59, -0.34, -1.61)
O (5.92, 1.56, -2.35)
C (3.34, 0.87, -2.17)
C (2.04, 0.42, -2.04)
S (0.56, 1.27, -2.38)
H (1.81, 0.59, 0.93)
H (0.15, 1.35, 0.78)
H (1.03, -0.84, 2.72)
H (-0.96, 0.28, 3.84)
H (-1.38, -1.17, 2.94)
H (-1.34, 2.53, 2.77)
H (-2.99, 3.87, 1.52)
H (-4.68, 2.73, 0.11)
H (-4.66, 0.26, -0.06)
H (-2.03, -3.01, 0.59)
H (-1.04, -1.54, 0.51)
H (-3.38, -2.06, -1.38)
H (-1.70, -2.56, -1.74)
H (2.58, -2.73, -0.86)
H (4.93, -1.93, -1.09)
H (3.57, 1.86, -2.53)

Computed properties:
energy relative to the best compared isomer or geometry (same formula, charge and spin)	203.1	kJ/mol
Kohn-Sham gap	7.88	eV
HOMO energy	-8.5489	eV

3.
C18H16N4O2 in the gas phase in a non-equilibrium geometry, computed with ωB97M-V/def2-TZVPD.

Element x y z (Å)
N (-0.72, 1.84, -0.75)
C (-0.57, 1.07, 0.10)
C (-0.46, 0.16, 1.16)
C (0.49, -0.83, 1.18)
C (1.44, -1.05, 0.16)
C (2.44, -1.99, 0.03)
C (3.08, -1.75, -1.19)
C (2.44, -0.65, -1.75)
N (2.70, 0.07, -2.87)
C (1.71, 1.04, -3.32)
C (0.77, 0.36, -4.33)
O (1.49, -0.21, -5.40)
C (2.42, -1.16, -4.95)
C (3.42, -0.53, -3.97)
O (1.46, -0.23, -0.94)
C (-1.40, 0.32, 2.25)
N (-1.44, -0.44, 3.31)
C (-2.46, 0.04, 4.07)
C (-2.95, -0.38, 5.31)
C (-4.01, 0.31, 5.85)
C (-4.59, 1.40, 5.20)
C (-4.12, 1.85, 3.97)
C (-3.06, 1.16, 3.42)
N (-2.35, 1.30, 2.26)
H (0.51, -1.49, 2.03)
H (2.67, -2.77, 0.73)
H (3.91, -2.29, -1.60)
H (2.25, 1.85, -3.82)
H (1.15, 1.43, -2.48)
H (0.18, -0.41, -3.81)
H (0.09, 1.09, -4.77)
H (1.90, -1.99, -4.45)
H (2.93, -1.53, -5.84)
H (3.97, 0.27, -4.48)
H (4.12, -1.27, -3.60)
H (-2.51, -1.22, 5.81)
H (-4.42, 0.01, 6.80)
H (-5.42, 1.92, 5.66)
H (-4.57, 2.69, 3.47)
H (-2.50, 1.99, 1.54)

Computed properties:
energy relative to the best compared isomer or geometry (same formula, charge and spin)	49.4	kJ/mol
Kohn-Sham gap	6.75	eV
HOMO energy	-7.1723	eV

4.
A molecular structure, C18H16N4O3Pd, computed with ωB97M-V/def2-TZVPD.

Element x y z (Å)
Pd (0.96, -0.07, 0.85)
O (-2.18, 4.17, 0.17)
C (-2.50, 3.89, -1.05)
C (-3.14, 4.86, -1.87)
C (-3.52, 4.59, -3.17)
C (-3.29, 3.33, -3.73)
C (-2.67, 2.36, -2.95)
C (-2.27, 2.60, -1.64)
C (-1.59, 1.51, -0.86)
O (-1.35, 1.76, 0.42)
N (-1.32, 0.41, -1.43)
N (-0.58, -0.59, -0.79)
C (-1.26, -1.64, -0.57)
C (-0.74, -2.97, -0.14)
C (-1.22, -4.06, -0.88)
C (-0.94, -5.38, -0.58)
C (-0.15, -5.63, 0.55)
C (0.32, -4.60, 1.33)
C (0.10, -3.20, 1.02)
O (0.61, -2.30, 1.74)
H (-1.56, 2.76, 0.56)
H (-3.32, 5.84, -1.44)
H (-3.99, 5.36, -3.76)
H (-3.59, 3.11, -4.75)
H (-2.47, 1.37, -3.35)
H (-2.32, -1.61, -0.80)
H (-1.85, -3.84, -1.74)
H (-1.31, -6.19, -1.20)
H (0.07, -6.66, 0.84)
H (0.92, -4.80, 2.21)
C (4.83, -0.18, 3.44)
N (4.01, 0.33, 2.37)
C (3.07, 1.33, 2.46)
C (2.50, 1.43, 1.20)
N (3.14, 0.54, 0.33)
C (4.03, -0.09, 1.08)
H (4.99, 0.61, 4.17)
H (5.80, -0.49, 3.05)
H (4.36, -1.03, 3.94)
H (2.87, 1.84, 3.39)
H (1.87, 2.23, 0.82)
H (4.67, -0.90, 0.75)

Computed properties:
charge	-2
Kohn-Sham gap	4.72	eV
HOMO energy	0.0277	eV

> Which value of HOMO energy does entry 4 give?

0.0277 eV